Record 1
Below is 7 unconnected molecules or ions with the total composition C33H71O30P6S, with properties calculated with ωB97M-V/def2-TZVPD.

Last columns: bonded neighbours and bond lengths (Å).
Atoms and positions in Å:
1 O -8.92504 -4.45709 -3.98488  P112 1.581, C128 1.440
2 H 5.35620 -2.49279 -5.98142  C69 1.095
3 O 3.42257 -3.26153 -4.10460  C14 1.220
4 C 2.78250 3.58519 7.65508  H12 1.087, O49 1.447, H73 1.086, H140 1.088
5 H -0.02479 5.18169 2.26586  C135 1.090
6 H -1.39115 -0.21721 -3.47510  C40 1.091
7 P 2.07698 -1.96217 6.40516  O18 1.466, O33 1.577, O75 1.582, O93 1.580
8 C 3.74224 4.52442 0.17365  H21 1.089, O38 1.441, H59 1.087, H68 1.086
9 H 7.56796 -2.99617 -4.43422  C65 1.092
10 H -1.69848 -0.94741 3.98462  C86 1.089
11 H -8.76495 -5.07730 0.47453  C30 1.087
12 H 1.70578 3.51937 7.79200  C4 1.087
13 H -9.15079 -7.06569 -4.98554  C53 1.089
14 C 3.39996 -2.04221 -4.08218  O3 1.220, C83 1.481, C113 1.509
15 O 4.00862 5.31812 10.84701  C84 1.436, P103 1.584
16 C -4.63638 3.86608 -8.57143  H42 1.087, O79 1.429, H118 1.091, H132 1.090
17 O -6.67420 -5.23433 -3.00276  P112 1.464
18 O 0.69633 -2.45072 6.46513  P7 1.466
19 S 6.22490 0.98221 -4.05805  H44 1.337, C76 1.781
20 H 2.69407 5.20289 12.45014  C84 1.088
21 H 4.62335 4.34092 0.78749  C8 1.089
22 H 5.69076 2.45158 11.28841  C60 1.090
23 O 3.82542 1.50914 -2.37826  C88 1.211
24 H -5.85079 -1.66472 1.99299  C124 1.090
25 P -3.17036 -1.15986 1.81652  O39 1.468, O89 1.587, O105 1.566, O108 1.587
26 H 5.21309 -4.62324 -5.16020  C81 1.092
27 H 5.82643 -5.09310 -3.60141  C81 1.093
28 H -6.04862 -2.49735 0.43381  C124 1.088
29 C 0.84191 -1.97547 -3.96552  H36 1.095, C83 1.508, C126 1.547, H131 1.092
30 C -8.01566 -5.00236 -0.30893  H11 1.087, H63 1.088, H70 1.089, O102 1.438
31 P 2.70614 5.56434 2.30854  O38 1.578, O47 1.581, O58 1.465, O98 1.583
32 O -1.23793 3.51448 -6.87022  C101 1.454, P104 1.565
33 O 2.29763 -0.58311 5.67314  P7 1.577, C92 1.442
34 C 4.21818 6.34514 4.25413  H61 1.089, O98 1.436, H125 1.087, H138 1.089
35 O 0.33573 0.37287 -2.09134  C45 1.234
36 H 0.38666 -2.09425 -2.97659  C29 1.095
37 H -2.15123 -4.46488 -2.61571  C51 1.090
38 O 2.92279 5.56288 0.74558  C8 1.441, P31 1.578
39 O -3.56226 0.21562 2.14618  P25 1.468
40 C -1.50123 -0.96290 -4.26391  H6 1.091, H90 1.093, C126 1.520, O130 1.447
41 H 6.45696 4.06505 11.33113  C60 1.089
42 H -5.38935 4.56838 -8.22318  C16 1.087
43 H -5.81780 -0.72978 0.48203  C124 1.089
44 H 5.89113 1.50221 -5.24388  S19 1.337
45 C 1.05658 0.83577 -2.98008  O35 1.234, C123 1.530, O141 1.235
46 H 6.49690 -1.28561 -5.39704  C69 1.091
47 O 1.50838 6.58059 2.48800  P31 1.581, C135 1.438
48 H -0.27931 -1.81798 -5.81869  C126 1.092
49 O 3.31615 4.56803 8.57295  C4 1.447, P103 1.576
50 H 0.92139 -0.87983 4.12737  C92 1.090
51 C -2.88455 -4.29173 -3.40275  H37 1.090, H87 1.094, C106 1.506, H115 1.089
52 C 2.98314 -4.32897 5.88079  H55 1.086, O75 1.435, H94 1.090, H95 1.088
53 C -8.57218 -7.47407 -4.15783  H13 1.089, H66 1.086, O96 1.435, H134 1.090
54 H 0.23233 6.27381 0.87748  C135 1.089
55 H 3.93518 -4.76653 5.59349  C52 1.086
56 H -8.03306 -2.61991 -3.51969  C128 1.089
57 H -2.26505 2.96727 -5.11847  C101 1.089
58 O 2.53100 4.25271 2.93809  P31 1.465
59 H 3.16576 3.60720 0.07991  C8 1.087
60 C 6.19138 3.21920 10.69800  H22 1.090, H41 1.089, O74 1.434, H100 1.086
61 H 4.94480 5.55835 4.44888  C34 1.089
62 O -2.79812 1.55915 -7.53100  P104 1.465
63 H -7.31960 -4.19641 -0.08625  C30 1.088
64 O -2.47233 -3.18501 -5.51038  C106 1.208
65 C 6.49891 -3.11140 -4.24113  H9 1.092, C69 1.549, C81 1.538, H122 1.094
66 H -8.90287 -8.48530 -3.93892  C53 1.086
67 H 1.19245 -0.46864 8.40218  C136 1.089
68 H 4.04691 4.87795 -0.80669  C8 1.086
69 C 5.76793 -2.03158 -5.07786  H2 1.095, H46 1.091, C65 1.549, C113 1.501
70 H -7.46593 -5.93917 -0.38349  C30 1.089
71 H 1.92664 0.58564 4.04518  C92 1.085
72 H 0.25159 -0.26395 -5.18881  C126 1.095
73 H 3.00848 3.91935 6.64640  C4 1.086
74 O 5.34921 3.65782 9.62408  C60 1.434, P103 1.581
75 O 3.10232 -2.91517 5.66776  P7 1.582, C52 1.435
76 C 4.76514 -0.02675 -3.91160  S19 1.781, C88 1.508, C113 1.343
77 H 2.64147 -0.99977 3.66464  C92 1.088
78 H -0.59796 2.34677 -5.25653  C101 1.086
79 O -3.49380 4.03538 -7.72974  C16 1.429, P104 1.589
80 H -9.20561 -2.63938 -4.85568  C128 1.086
81 C 6.09683 -4.56961 -4.52144  H26 1.092, H27 1.093, C65 1.538, H109 1.092
82 H -0.49841 6.89327 2.37924  C135 1.086
83 C 2.16572 -1.27315 -3.80008  C14 1.481, C29 1.508, C123 1.347
84 C 2.85059 5.79421 11.55008  O15 1.436, H20 1.088, H129 1.086, H133 1.090
85 H 2.67908 -0.41437 9.37017  C136 1.087
86 C -2.48601 -1.65369 4.24411  H10 1.089, H97 1.087, O108 1.436, H111 1.089
87 H -3.83747 -4.01790 -2.94146  C51 1.094
88 C 3.62581 0.58684 -3.13723  O23 1.211, C76 1.508, C123 1.489
89 O -4.14486 -1.90800 0.81220  P25 1.587, C124 1.429
90 H -2.21916 -0.61118 -5.00871  C40 1.093
91 C -1.41995 -0.69152 -0.05735  O105 1.457, H120 1.088, H127 1.088, H137 1.082
92 C 1.91956 -0.47281 4.28553  O33 1.442, H50 1.090, H71 1.085, H77 1.088
93 O 2.76613 -1.71162 7.80525  P7 1.580, C136 1.438
94 H 2.77950 -4.55233 6.92788  C52 1.090
95 H 2.18306 -4.73069 5.26225  C52 1.088
96 O -8.80308 -6.70079 -2.97167  C53 1.435, P112 1.583
97 H -2.04558 -2.50530 4.75612  C86 1.087
98 O 3.93977 6.39800 2.84625  P31 1.583, C34 1.436
99 H 1.57214 -1.80803 9.50685  C136 1.088
100 H 7.08526 2.80405 10.24178  C60 1.086
101 C -1.25281 3.19011 -5.45279  O32 1.454, H57 1.089, H78 1.086, H116 1.085
102 O -8.71660 -4.70585 -1.52924  C30 1.438, P112 1.580
103 P 3.84575 4.02160 9.95252  O15 1.584, O49 1.576, O74 1.581, O117 1.466
104 P -2.35488 2.93015 -7.79817  O32 1.565, O62 1.465, O79 1.589, O121 1.589
105 O -1.75343 -1.37406 1.18612  P25 1.566, C91 1.457
106 C -2.44428 -3.16751 -4.30318  C51 1.506, O64 1.208, O130 1.339
107 H -0.18589 1.82755 -9.00286  C119 1.090
108 O -3.14417 -2.14031 3.06452  P25 1.587, C86 1.436
109 H 6.91470 -5.11840 -4.99383  C81 1.092
110 H -7.57249 -3.32290 -5.08460  C128 1.088
111 H -3.20517 -1.16088 4.89646  C86 1.089
112 P -8.13259 -5.26939 -2.88448  O1 1.581, O17 1.464, O96 1.583, O102 1.580
113 C 4.67823 -1.29010 -4.36022  C14 1.509, C69 1.501, C76 1.343
114 H -1.45154 1.31397 -10.13880  C119 1.089
115 H -3.02825 -5.18786 -4.00519  C51 1.089
116 H -0.86886 4.05802 -4.92688  C101 1.085
117 O 3.04296 2.94775 10.54630  P103 1.466
118 H -5.02232 2.84882 -8.49582  C16 1.091
119 C -0.88150 2.16530 -9.77078  H107 1.090, H114 1.089, O121 1.435, H139 1.087
120 H -1.69500 0.35892 0.00337  C91 1.088
121 O -1.77106 3.16709 -9.25712  P104 1.589, C119 1.435
122 H 6.34651 -2.88395 -3.18209  C65 1.094
123 C 2.27802 -0.01413 -3.33527  C45 1.530, C83 1.347, C88 1.489
124 C -5.54901 -1.67776 0.94529  H24 1.090, H28 1.088, H43 1.089, O89 1.429
125 H 4.62992 7.30876 4.54221  C34 1.087
126 C -0.14912 -1.24122 -4.90011  C29 1.547, C40 1.520, H48 1.092, H72 1.095
127 H -1.93691 -1.17351 -0.88506  C91 1.088
128 C -8.39097 -3.17996 -4.38262  O1 1.440, H56 1.089, H80 1.086, H110 1.088
129 H 3.04992 6.83018 11.80959  C84 1.086
130 O -2.04548 -2.11451 -3.57810  C40 1.447, C106 1.339
131 H 1.03126 -2.98277 -4.34288  C29 1.092
132 H -4.37576 4.08848 -9.60637  C16 1.090
133 H 1.96143 5.74064 10.92272  C84 1.090
134 H -7.51180 -7.48069 -4.41033  C53 1.090
135 C 0.22532 6.19836 1.96363  H5 1.090, O47 1.438, H54 1.089, H82 1.086
136 C 1.99473 -1.06589 8.83263  H67 1.089, H85 1.087, O93 1.438, H99 1.088
137 H -0.35057 -0.77024 -0.20179  C91 1.082
138 H 3.31396 6.14648 4.82792  C34 1.089
139 H -0.32775 2.62828 -10.58355  C119 1.087
140 H 3.22932 2.60780 7.82718  C4 1.088
141 O 0.92032 1.83343 -3.69451  C45 1.235

Calculated values
Highest occupied orbital energy   -5.879 eV
Calculated total energy   -6004.20624 Ha
M   1165.81 g/mol
Lowest unoccupied orbital energy   1.5622 eV
Total charge   -1
Kohn-Sham gap   7.4 eV



Record 2
Below is a single C4H11N2O molecule in a non-equilibrium geometry, with properties calculated with ωB97M-V/def2-TZVPD.

Last columns: bonded neighbours and bond lengths (Å).
Atoms and positions in Å:
1 N 1.65051 0.76423 1.38742  C2 1.380, H9 1.022, H11 1.009
2 C 0.75176 0.62548 0.34989  N1 1.380, O7 1.288, C12 1.521
3 H -0.59681 0.55484 -1.25912  N17 1.053
4 H 0.16990 -1.58497 0.40314  C12 1.110
5 H -0.40482 -2.33830 -1.77246  C16 1.084
6 H -1.89951 -0.53004 -0.82764  N17 1.013
7 O 0.56442 1.47119 -0.60362  C2 1.288
8 H -1.07689 -1.20061 -2.91307  C16 1.090
9 H 2.54692 1.23498 1.24642  N1 1.022
10 H -0.74816 -0.25097 2.40518  C15 1.084
11 H 1.78637 0.08152 2.11852  N1 1.009
12 C -0.21848 -0.54636 0.36234  C2 1.521, H4 1.110, C15 1.542, N17 1.491
13 H -2.05198 -1.05901 1.51779  C15 1.106
14 H -1.73931 0.66461 1.16285  C15 1.092
15 C -1.27216 -0.27759 1.45624  H10 1.084, C12 1.542, H13 1.106, H14 1.092
16 C -0.43091 -1.28852 -2.03958  H5 1.084, H8 1.090, N17 1.476, H18 1.090
17 N -0.90207 -0.40544 -0.95464  H3 1.053, H6 1.013, C12 1.491, C16 1.476
18 H 0.58762 -0.99749 -2.29458  C16 1.090

Calculated values
Highest occupied orbital energy (alpha / beta)   -3.289 / -8.549 eV
ΔE to the lowest compared entry with this formula, charge and spin   1.519 eV
Calculated total energy   -343.64286 Ha
⟨S²⟩   0.75
M   103.14 g/mol
Lowest unoccupied orbital energy (alpha / beta)   0.6604 / 0.5633 eV
Total charge   0
Kohn-Sham gap (alpha / beta)   3.9 / 9.1 eV
Spin multiplicity   2



Record 3
Below is 2 unconnected molecules or ions with the total composition C2H4ClNO2 in a non-equilibrium geometry, with properties calculated with ωB97M-V/def2-TZVPD.

Last columns: bonded neighbours and bond lengths (Å).
Atoms and positions in Å:
1 N -1.49186 0.79302 -0.18355  O5 1.181, O9 1.216
2 H 1.76093 0.46258 -0.60106  C7 1.085
3 C 0.21665 -0.92795 -0.27252  H6 1.147, C7 1.454, Cl10 1.713
4 H 0.50346 0.96352 0.62583  C7 1.161
5 O -0.93418 1.68179 0.35867  N1 1.181
6 H -0.12024 -1.11282 -1.35339  C3 1.147
7 C 1.13963 0.08807 0.20588  H2 1.085, C3 1.454, H4 1.161, H8 1.115
8 H 1.77315 -0.23506 1.06474  C7 1.115
9 O -2.64781 0.59154 -0.50236  N1 1.216
10 Cl -0.19972 -2.30469 0.65775  C3 1.713

Calculated values
Highest occupied orbital energy (alpha / beta)   -9.054 / -8.528 eV
ΔE to the lowest compared entry with this formula, charge and spin   5.106 eV
Calculated total energy   -743.84732 Ha
M   109.51 g/mol
Lowest unoccupied orbital energy (alpha / beta)   -0.6855 / -1.0282 eV
Total charge   0
Kohn-Sham gap (alpha / beta)   8.4 / 7.5 eV



Record 4
Below is 3 unconnected molecules or ions with the total composition C6H17NO3 in a non-equilibrium geometry, with properties calculated with ωB97M-V/def2-TZVPD.

Last columns: bonded neighbours and bond lengths (Å).
Atoms and positions in Å:
1 H -1.79336 -0.82478 1.29956  C26 1.090
2 C -3.10253 -0.45622 -0.53120  H11 1.077, H16 1.093, H24 1.096, C26 1.534
3 C 0.38683 -0.18609 0.16001  N4 1.421, O7 1.210, C10 1.485
4 N -0.88837 0.41555 -0.01844  C3 1.421, H8 1.024, C26 1.414
5 C 1.86263 1.89805 -0.14403  H6 1.081, H9 1.090, C10 1.558, C20 1.552
6 H 2.92417 2.01262 0.02315  C5 1.081
7 O 0.45793 -1.08281 0.96961  C3 1.210
8 H -1.03575 1.16794 -0.69707  N4 1.024
9 H 1.62180 2.48731 -1.02834  C5 1.090
10 C 1.55693 0.41858 -0.52580  C3 1.485, C5 1.558, H18 1.096, H25 1.078
11 H -2.88772 -1.26388 -1.21126  C2 1.077
12 H -2.63315 0.67388 1.13398  C26 1.105
13 H 0.07606 2.78263 0.74603  C20 1.089
14 H -1.47118 -1.48132 -3.41175  O19 0.965
15 H -1.16711 -0.46535 -2.31827  O19 0.956
16 H -4.07134 -0.68791 -0.08108  C2 1.093
17 H 1.14688 1.71195 1.86742  C20 1.086
18 H 1.49205 0.26630 -1.60918  C10 1.096
19 O -1.56639 -0.54852 -3.18340  H14 0.965, H15 0.956
20 C 1.05966 2.44217 1.06776  C5 1.552, H13 1.089, H17 1.086, H22 1.090
21 H 1.63165 -2.68951 1.68088  O23 0.966
22 H 1.63173 3.31188 1.39002  C20 1.090
23 O 2.57304 -2.62237 1.88756  H21 0.966, H27 0.967
24 H -3.40611 0.45494 -1.05934  C2 1.096
25 H 2.40272 -0.18692 -0.24267  C10 1.078
26 C -2.08102 -0.08565 0.55214  H1 1.090, C2 1.534, N4 1.414, H12 1.105
27 H 2.51595 -1.78055 2.35945  O23 0.967

Calculated values
Highest occupied orbital energy (alpha / beta)   -13.971 / -13.962 eV
ΔE to the lowest compared entry with this formula, charge and spin   1.464 eV
Calculated total energy   -518.93050 Ha
⟨S²⟩   0.77
M   151.21 g/mol
Lowest unoccupied orbital energy (alpha / beta)   -3.6992 / -9.1033 eV
Total charge   +1
Kohn-Sham gap (alpha / beta)   10.3 / 4.9 eV
Spin multiplicity   2



Question: Which of these has the highest total charge?
Answer: C6H17NO3



Question: Look up the M of the third one.
Answer: 109.51 g/mol